# C35H52O19

A cluster of 9 separate species, C35H52O19 in total in a non-equilibrium geometry (ωB97M-V with the def2-TZVPD basis set, the Open Molecules 2025 dataset).

```
106
Properties=species:S:1:pos:R:3:lowdin_charge:R:1
O -18.47913 0.07320 8.08641 0.1140
C -19.55596 0.62027 8.05613 -0.4780
C -20.87669 0.11923 8.47341 -0.0815
C -21.86605 1.20097 8.12974 -0.1354
C -21.06405 2.14110 7.21236 -0.1446
O -19.71108 1.84124 7.49336 0.0313
H -21.14016 -0.85895 8.04247 0.1383
H -20.73141 -0.04347 9.57909 0.1431
H -22.67305 0.66403 7.63716 0.1157
H -22.32851 1.76733 8.91212 0.0868
H -21.36890 1.89509 6.13420 0.1452
H -21.22097 3.20471 7.35761 0.1168
O -15.86877 2.41764 10.61578 0.0847
C -15.83452 1.42487 9.91323 -0.5037
C -15.36884 1.29035 8.47409 -0.0536
C -15.13276 -0.23263 8.34494 -0.1268
C -15.84822 -0.85801 9.56532 -0.1214
O -16.23506 0.27805 10.36837 -0.0021
H -16.02679 1.76020 7.75916 0.1175
H -14.38566 1.76901 8.38316 0.1237
H -15.54467 -0.63404 7.42520 0.1074
H -14.06260 -0.32232 8.35085 0.1032
H -16.76690 -1.46452 9.28051 0.1273
H -15.08184 -1.36216 10.23130 0.1247
O -17.74682 5.74171 12.24769 0.1192
C -16.62554 5.50931 12.57676 -0.4968
C -15.37445 6.39447 12.41672 -0.0770
C -14.31854 5.62175 13.18816 -0.1273
C -14.90874 4.11864 13.07291 -0.1123
O -16.30036 4.38863 13.22406 -0.0042
H -15.07286 6.41926 11.33580 0.1444
H -15.57539 7.35723 12.86529 0.1158
H -13.28105 5.73789 12.77341 0.1247
H -14.32910 5.85688 14.21939 0.0881
H -14.70038 3.64097 12.13723 0.0915
H -14.53512 3.51053 13.90497 0.1169
O -23.29350 4.10455 9.16691 0.0980
C -23.12511 4.13871 10.35931 -0.5387
C -22.21171 5.01849 11.18076 -0.0721
C -22.09774 4.27188 12.50506 -0.1421
C -23.51015 3.67830 12.58211 -0.1019
O -23.73820 3.31834 11.16834 0.0384
H -21.24448 5.06115 10.60626 0.1457
H -22.58742 6.01721 11.30361 0.1203
H -21.38889 3.40810 12.43175 0.1093
H -21.88505 4.85130 13.43068 0.1230
H -23.58481 2.78403 13.16334 0.1115
H -24.33840 4.28469 12.88468 0.1168
O -17.03519 -2.98172 12.06351 0.1306
C -17.55968 -3.55000 11.17063 -0.4991
C -17.06810 -4.73390 10.38358 -0.0581
C -18.34953 -5.30235 9.70086 -0.1387
C -19.21909 -4.06154 9.65242 -0.1894
O -18.76711 -3.18304 10.66353 0.0164
H -16.34450 -4.44791 9.62029 0.1233
H -16.50722 -5.42026 11.04493 0.1347
H -18.24458 -5.79609 8.71832 0.1201
H -18.81929 -6.03365 10.37944 0.1184
H -19.07655 -3.60931 8.64623 0.1258
H -20.31915 -4.26862 9.71922 0.1411
O -13.62113 -0.29495 11.69932 0.0824
C -14.11170 -0.73300 12.74176 -0.4179
C -14.71706 0.00143 13.90004 -0.1024
C -15.22511 -1.01769 14.87448 -0.1320
C -14.43672 -2.28093 14.41899 -0.1779
O -13.95367 -2.03166 13.14297 0.0140
H -13.87291 0.61561 14.32798 0.1548
H -15.37177 0.80131 13.56281 0.1078
H -15.04048 -0.89503 15.97227 0.1287
H -16.32170 -1.11645 14.73670 0.0977
H -13.59508 -2.52832 15.08158 0.1271
H -15.08025 -3.15767 14.30605 0.1200
O -16.14575 2.26397 15.75798 0.0938
C -17.14986 2.95452 15.82076 -0.5341
C -17.64083 3.85914 16.84926 -0.0720
C -18.70598 4.70403 16.09206 -0.0990
C -19.13389 3.64124 15.03079 -0.1509
O -17.98209 2.86514 14.82787 0.0077
H -18.10726 3.34786 17.71493 0.1418
H -16.87823 4.45521 17.34422 0.1269
H -19.58863 5.00800 16.67667 0.1201
H -18.16429 5.48899 15.58174 0.1074
H -19.91867 2.99227 15.38424 0.1236
H -19.33671 4.13548 14.01764 0.1396
O -19.85901 -5.28958 13.79080 0.0551
C -20.40923 -4.29388 14.28625 -0.4325
C -19.73789 -3.36240 15.33761 -0.0905
C -20.83012 -2.43062 15.83387 -0.1307
C -21.90500 -2.64194 14.67466 -0.1289
O -21.65634 -3.86803 13.96327 0.0304
H -19.18831 -3.94728 16.10118 0.1264
H -18.93028 -2.89887 14.72585 0.1207
H -21.19174 -2.72555 16.85539 0.1186
H -20.65337 -1.33082 15.73452 0.1130
H -22.88048 -2.65006 15.09466 0.1146
H -21.62002 -1.85955 13.97698 0.0795
O -21.78473 0.10926 13.18332 0.1406
C -20.63933 0.26562 12.88918 -0.5450
O -20.03236 1.45030 12.62524 0.0228
C -18.67463 1.22621 12.11018 -0.0705
C -18.41096 -0.09807 12.75620 -0.1443
O -19.67862 -0.70650 12.86510 0.0359
H -18.72726 1.11613 11.01028 0.1280
H -17.85162 1.94535 12.44251 0.1458
H -17.99254 -0.05763 13.79081 0.1350
H -17.83483 -0.77579 12.07400 0.1196
```

Output
Orbital gap (hartree): 0.3794
Lowest unoccupied orbital energy (eV): 0.5
E_HOMO (eV): -9.873
Total energy (Ha): -2794.4684
SMILES string: O=C1CCCO1.O=C1CCCO1.O=C1CCCO1.O=C1CCCO1.O=C1CCCO1.O=C1CCCO1.O=C1CCCO1.O=C1CCCO1.O=C1OCCO1
Net charge: 0

---

# C29H31GeMgN3S2

A structure of composition C29H31GeMgN3S2 (ωB97M-V with the def2-TZVPD basis set, the Open Molecules 2025 dataset).

```
67
Properties=species:S:1:pos:R:3:lowdin_charge:R:1
Mg -1.86355 2.06344 0.47698 0.2619
S -1.45849 4.66858 0.82726 0.5220
C -1.57584 4.51384 -0.87453 -0.8176
C -1.35529 5.56395 -1.79435 -0.1204
C -1.48209 5.33274 -3.14146 -0.1088
C -1.82706 4.06015 -3.60576 -0.1007
C -2.01769 3.07636 -2.65838 -0.1494
N -1.89998 3.28817 -1.34952 -0.0388
H -1.08167 6.53921 -1.41593 0.0870
H -1.30838 6.14027 -3.84498 0.0917
H -1.92868 3.84457 -4.66000 0.0832
H -2.27674 2.06174 -2.94337 0.1087
C -2.42997 -3.62221 -0.17471 -0.1057
C -1.79903 -2.26140 0.08976 -0.3348
N -2.24732 -1.75075 1.36745 -0.0683
C -1.99118 -0.28781 1.63758 -0.9238
S -3.65073 0.58583 1.07401 0.3268
N -1.91879 -0.07651 3.08231 -0.0982
C -2.87949 -0.67543 3.96803 -0.3315
C -2.44372 -2.00407 4.59661 -0.1272
H -2.08580 -4.02522 -1.13042 0.0583
H -3.52093 -3.54262 -0.21248 0.0616
H -2.17008 -4.32609 0.62038 0.0608
H -2.02731 -1.57923 -0.74182 0.1045
H -0.71546 -2.39226 0.10584 0.0648
H -3.25844 -1.83258 1.35747 0.0406
H -0.95136 -0.09370 3.37193 0.0840
H -3.80372 -0.80264 3.39862 0.0613
H -3.12879 0.02250 4.78280 0.0899
H -2.24551 -2.73009 3.80964 0.0426
H -3.21082 -2.39627 5.27611 0.0473
H -1.52777 -1.85678 5.17858 0.0536
C -0.80230 0.40685 1.01755 -0.4075
Ge 0.70939 -0.18800 0.19150 0.8215
C 1.93349 -1.45794 1.17389 -0.2527
C 1.39978 -2.20865 2.22292 -0.1063
C 2.18251 -3.09236 2.95583 -0.1127
C 3.53461 -3.22949 2.66473 -0.1384
C 4.09069 -2.48173 1.63451 -0.1262
C 3.29243 -1.61263 0.89821 -0.1269
C 0.74285 -1.06028 -1.65345 -0.2663
C 1.34010 -2.28509 -1.95186 -0.1149
C 1.25852 -2.85033 -3.22238 -0.1214
C 0.57653 -2.19279 -4.23610 -0.1364
C -0.02720 -0.97050 -3.96303 -0.1126
C 0.05449 -0.42532 -2.68923 -0.1194
C 1.84126 1.40400 -0.20626 -0.2511
C 2.66583 1.52920 -1.32393 -0.1212
C 3.39422 2.69006 -1.56714 -0.1247
C 3.30913 3.76059 -0.68864 -0.1325
C 2.49088 3.65862 0.42996 -0.1099
C 1.77217 2.49467 0.66562 -0.1231
H 0.34666 -2.08561 2.46458 0.0831
H 1.73856 -3.67040 3.75982 0.0876
H 4.15306 -3.91098 3.23948 0.0797
H 5.14773 -2.57674 1.40567 0.0828
H 3.73772 -1.03533 0.09197 0.0920
H 1.87639 -2.82085 -1.17501 0.0863
H 1.72673 -3.81015 -3.41854 0.0834
H 0.50782 -2.63025 -5.22646 0.0801
H -0.57101 -0.44626 -4.74268 0.0863
H -0.44341 0.51914 -2.48103 0.0811
H 2.73052 0.70961 -2.03239 0.0870
H 4.01760 2.76086 -2.45310 0.0824
H 3.86316 4.67335 -0.88161 0.0808
H 2.39032 4.49909 1.10753 0.0897
H 1.10045 2.42991 1.51543 0.0756
```

Output
Orbital gap (hartree): 0.1565
Lowest unoccupied orbital energy (eV): 4.6
E_HOMO (eV): 0.386
Total energy (Ha): -4361.3446
Net charge: -2
Energy relative to the best compared isomer or geometry (same formula, charge and spin) (kJ/mol): 0.00

---

# C2H5F

A cluster of 2 separate species, C2H5F in total in a non-equilibrium geometry (ωB97M-V with the def2-TZVPD basis set, the Open Molecules 2025 dataset).

```
8
Properties=species:S:1:pos:R:3:lowdin_charge:R:1
C -0.47697 0.04116 0.57289 -0.1238
C 0.42810 0.24971 -0.58272 -0.3053
F -0.12021 0.09921 -1.75003 0.0044
H -0.25817 0.28738 1.60805 0.0873
H -1.38716 0.46760 0.48541 0.0351
H -0.81179 -0.94899 0.74643 0.0610
H 1.46973 -1.24938 -0.65859 0.1542
H 1.15647 1.05331 -0.42143 0.0870
```

Output
Orbital gap (hartree): 0.3691
Lowest unoccupied orbital energy (eV): 0.7
E_HOMO (eV): -9.356
Total energy (Ha): -178.9306
Net charge: 0
Energy relative to the best compared isomer or geometry (same formula, charge and spin) (kJ/mol): 322.54

---

Q: What is the E_HOMO in the third record?
A: -9.356 eV

---

Q: Among the records above, which one has the highest lowest unoccupied orbital energy?
A: C29H31GeMgN3S2

---

Q: Which value of E_HOMO does entry 3 give?
A: -9.356 eV

---

Q: lowest unoccupied orbital energy of number 2 (C29H31GeMgN3S2)?
A: 4.6 eV